Molecular formula: C18H18N2O4S
Method: DFT, ωB97M-V/def2-TZVPD

## Properties
Orbital gap ... 9.396 eV
2S+1 ... 1
Total charge ... 0
E ... -40964.4759 eV
SMILES string ... Cn1c(=O)oc2cc(S(=O)(=O)Nc3cccc4c3CCCC4)ccc21
HOMO ... -8.95 eV
LUMO energy ... 0.450 eV

Each atom is followed by the atoms it is bonded to, with distances in Å.
Positions of all 43 atoms, in Å:
1 C 4.58407 0.99356 -1.89771  N2 1.437, H26 1.091, H27 1.089, H28 1.091
2 N 3.66808 0.45189 -0.93243  C1 1.437, C3 1.382, C25 1.373
3 C 3.65988 -0.87568 -0.54924  N2 1.382, O4 1.196, O5 1.364
4 O 4.38548 -1.73762 -0.94935  C3 1.196
5 O 2.67219 -1.04743 0.37527  C3 1.364, C6 1.362
6 C 2.05954 0.15404 0.56248  O5 1.362, C7 1.375, C25 1.406
7 C 0.99174 0.46823 1.36977  C6 1.375, C8 1.386, H29 1.075
8 C 0.55721 1.78390 1.31970  C7 1.386, S9 1.791, C23 1.383
9 S -1.01093 2.16472 2.09753  C8 1.791, O10 1.432, O11 1.427, N12 1.693
10 O -1.11366 3.56584 2.37641  S9 1.432
11 O -1.25284 1.23405 3.15208  S9 1.427
12 N -2.08147 1.88233 0.81698  S9 1.693, C13 1.412, H30 1.011
13 C -1.68426 0.88408 -0.09945  N12 1.412, C14 1.392, C18 1.392
14 C -1.14881 1.23918 -1.33477  C13 1.392, C15 1.382, H31 1.081
15 C -0.67417 0.26869 -2.19622  C14 1.382, C16 1.385, H32 1.080
16 C -0.71157 -1.06504 -1.82659  C15 1.385, C17 1.385, H33 1.080
17 C -1.26214 -1.42894 -0.60905  C16 1.385, C18 1.396, C22 1.495
18 C -1.76453 -0.45815 0.25873  C13 1.392, C17 1.396, C19 1.495
19 C -2.43605 -0.95167 1.49947  C18 1.495, C20 1.533, H34 1.092, H35 1.088
20 C -3.43219 -2.04527 1.09585  C19 1.533, C21 1.538, H36 1.092, H37 1.090
21 C -2.75398 -3.20160 0.34295  C20 1.538, C22 1.537, H38 1.091, H39 1.091
22 C -1.33697 -2.84521 -0.13520  C17 1.495, C21 1.537, H40 1.091, H41 1.094
23 C 1.15705 2.74682 0.52856  C8 1.383, C24 1.387, H42 1.079
24 C 2.24685 2.43257 -0.27038  C23 1.387, C25 1.384, H43 1.077
25 C 2.67524 1.11669 -0.25587  N2 1.373, C6 1.406, C24 1.384
26 H 4.04025 1.39966 -2.75201  C1 1.091
27 H 5.22777 0.17939 -2.22768  C1 1.089
28 H 5.19099 1.78014 -1.44677  C1 1.091
29 H 0.50573 -0.24297 2.01334  C7 1.075
30 H -2.26183 2.77244 0.37332  N12 1.011
31 H -1.10798 2.28310 -1.61371  C14 1.081
32 H -0.26502 0.55548 -3.15366  C15 1.080
33 H -0.32001 -1.82298 -2.48897  C16 1.080
34 H -1.70228 -1.36561 2.19487  C19 1.092
35 H -2.94508 -0.13535 2.00826  C19 1.088
36 H -4.18966 -1.58723 0.45704  C20 1.092
37 H -3.93670 -2.42089 1.98631  C20 1.090
38 H -2.68961 -4.08369 0.98178  C21 1.091
39 H -3.35989 -3.47158 -0.52328  C21 1.091
40 H -1.02287 -3.53462 -0.91969  C22 1.091
41 H -0.64250 -2.95883 0.70255  C22 1.094
42 H 0.75866 3.74871 0.55574  C23 1.079
43 H 2.72627 3.17485 -0.88696  C24 1.077

Atomic partial charges in e from the Löwdin method, atoms 1 to 6: C 0.004; N 0.002; C -0.475; O 0.137; O 0.172; C -0.156